# 1
{
  "formula": "C18H72O18",
  "method": "wB97M-V/def2-TZVPD",
  "elements": ["C", "O", "H", "H", "H", "H", "C", "O", "H", "H", "H", "H", "C", "O", "H", "H", "H", "H", "C", "O", "H", "H", "H", "H", "C", "O", "H", "H", "H", "H", "C", "O", "H", "H", "H", "H", "C", "O", "H", "H", "H", "H", "C", "O", "H", "H", "H", "H", "C", "O", "H", "H", "H", "H", "C", "O", "H", "H", "H", "H", "C", "O", "H", "H", "H", "H", "C", "O", "H", "H", "H", "H", "C", "O", "H", "H", "H", "H", "C", "O", "H", "H", "H", "H", "C", "O", "H", "H", "H", "H", "C", "O", "H", "H", "H", "H", "C", "O", "H", "H", "H", "H", "C", "O", "H", "H", "H", "H"],
  "xyz": [[2.4457, -0.7488, -3.5011], [2.1117, 0.6268, -3.3507], [3.4936, -0.8158, -3.2400], [2.1796, -1.0307, -4.4687], [1.9198, -1.4129, -2.8091], [1.3937, 0.9024, -3.8585], [2.3252, 0.9679, 3.3769], [3.1653, 2.0805, 3.0411], [1.7589, 0.6798, 2.4575], [1.5613, 1.0890, 4.1328], [2.8895, 0.1056, 3.7141], [2.6525, 2.6259, 2.4455], [-0.3841, 2.7323, -2.8966], [0.0968, 2.3715, -4.2021], [-1.4526, 2.9137, -2.9525], [0.1103, 3.6119, -2.5902], [-0.2892, 2.0003, -2.1800], [0.2139, 3.1597, -4.7436], [0.5202, 0.0315, -0.1354], [-0.7884, -0.3670, -0.3351], [0.6011, 1.1639, -0.1992], [1.2872, -0.3376, -0.8335], [0.7122, -0.1091, 0.8815], [-1.3828, 0.0583, 0.2525], [-0.5485, -3.7845, 1.6305], [-1.9255, -4.0874, 1.7390], [-0.1017, -3.7265, 2.6186], [-0.5660, -2.9139, 0.9447], [-0.0538, -4.6348, 1.1841], [-2.4420, -3.2963, 1.7906], [0.3294, -3.2591, -1.4927], [0.6995, -3.5120, -2.8445], [-0.4692, -2.5426, -1.3916], [1.2423, -2.9293, -0.9815], [-0.2351, -4.1988, -1.1620], [0.9315, -2.6613, -3.2688], [-3.0844, -3.1196, -1.0742], [-3.6558, -3.2372, -2.3827], [-3.8156, -3.3740, -0.3790], [-2.6469, -2.2008, -0.8344], [-2.4557, -3.9824, -0.9021], [-2.9025, -3.4364, -2.9991], [-2.2034, 1.2780, 2.4360], [-2.7714, 0.8187, 1.2207], [-1.1359, 1.4744, 2.1661], [-2.4753, 0.5774, 3.2266], [-2.6729, 2.2343, 2.7317], [-3.5710, 1.2984, 1.0686], [1.0487, 4.2394, 2.8817], [0.8151, 3.3120, 1.9553], [1.8365, 4.9153, 2.6877], [1.3798, 3.7027, 3.7594], [0.1123, 4.7477, 3.2040], [0.9414, 3.7394, 1.1041], [2.3866, -2.3755, 1.9028], [2.0289, -2.4949, 3.2392], [2.9750, -1.4295, 1.8055], [1.5223, -2.2412, 1.2755], [3.0018, -3.2118, 1.5440], [2.8571, -2.3242, 3.7551], [-4.5497, -2.1259, 1.9211], [-3.1889, -1.7346, 2.0723], [-4.7681, -3.1538, 2.2451], [-4.8684, -1.9680, 0.9054], [-5.1176, -1.4138, 2.5110], [-3.0244, -0.8377, 1.6894], [-1.4508, -0.6961, -4.0200], [-0.6805, -1.5119, -4.8478], [-2.4367, -0.9614, -3.9981], [-1.3921, 0.3237, -4.4636], [-0.9982, -0.8029, -3.0282], [-0.9728, -1.4089, -5.7499], [4.7622, -1.8098, -0.5243], [3.4458, -2.2662, -0.6185], [5.3703, -2.6005, -0.8290], [5.1767, -1.3793, 0.3245], [4.9516, -1.1029, -1.3199], [3.4610, -3.1822, -0.3521], [-1.5446, 3.3840, -0.1905], [-2.8194, 3.4196, -0.6852], [-1.4095, 3.5399, 0.8527], [-1.0592, 4.1941, -0.7301], [-1.2218, 2.4100, -0.4122], [-3.3518, 3.2735, 0.0919], [3.5344, 1.4432, -0.0360], [2.6445, 1.9211, -1.1065], [2.9144, 0.7894, 0.5575], [3.9042, 2.3396, 0.5234], [4.4621, 0.9137, -0.3539], [2.6026, 1.3861, -1.8858], [-0.2863, -1.0928, 4.0779], [-1.2917, -2.0430, 4.1308], [-0.7844, -0.1856, 4.2979], [0.3080, -0.9724, 3.1708], [0.5668, -1.3798, 4.6713], [-1.7359, -2.0367, 3.2860], [2.4041, 4.9243, -0.1877], [1.3317, 4.1393, -0.5568], [2.9663, 5.1790, -0.9942], [2.9010, 4.4571, 0.7016], [1.8618, 5.7760, 0.1884], [1.5804, 3.2864, -0.9771], [-3.9169, 0.3184, -1.6824], [-4.6443, -0.5769, -2.4955], [-3.4152, -0.2116, -0.8691], [-4.4502, 1.1098, -1.2836], [-2.9044, 0.6950, -1.9657], [-4.3833, -1.4311, -2.2197]],
  "mulliken_charge": [0.124, -0.725, 0.221, 0.542, -0.654, 0.293, -0.123, -0.613, -0.210, 0.367, 0.392, 0.134, -0.823, -0.588, 0.409, 0.696, -0.075, 0.296, 1.842, 2.344, -0.597, -0.486, -0.720, -1.411, -0.564, -0.632, 0.455, -0.060, 0.485, 0.468, 0.786, -0.632, -0.652, -0.033, 0.392, 0.196, -0.728, -0.692, 0.593, -0.066, 0.513, 0.337, -0.722, -0.851, 0.042, 0.355, 0.419, 0.237, -1.050, 0.168, 0.414, 0.403, 0.152, 0.116, -0.204, -0.499, 0.087, -0.088, 0.427, 0.346, -1.016, -0.574, 0.330, 0.285, 0.337, 0.500, -0.675, -0.501, 0.725, 0.283, -0.076, 0.266, -1.111, -0.329, 0.480, 0.381, 0.273, 0.216, -0.743, -0.588, 0.766, 0.539, -0.295, 0.344, -0.400, -0.365, -0.023, 0.300, 0.194, 0.297, -0.652, -0.604, 0.480, -0.073, 0.542, 0.253, -0.840, -0.409, 0.322, 0.188, 0.321, 0.350, -0.383, -0.604, -0.322, 0.525, 0.132, 0.399],
  "e_lumo_ha": 0.000,
  "gap_ev": 9.5,
  "de_lowest_kcal_mol": 251.3,
  "fmax_ev_per_a": 4.220,
  "e_homo_ev": -9.46,
  "total_energy_ha": -2082.8570
}


# 2
{
  "formula": "C18H8BClF4N4O11Sn",
  "method": "wB97M-V/def2-TZVPD",
  "elements": ["Sn", "O", "C", "O", "C", "C", "Cl", "N", "N", "C", "C", "O", "O", "C", "C", "C", "C", "C", "C", "H", "H", "H", "H", "H", "H", "O", "C", "O", "C", "C", "C", "C", "C", "C", "O", "N", "O", "O", "N", "O", "O", "H", "H", "F", "B", "F", "F", "F"],
  "xyz": [[-0.5041, -0.5639, 0.3592], [6.0604, 0.3785, 2.6549], [4.8103, -0.1577, 2.6903], [4.4464, -0.7381, 3.6679], [3.9836, 0.0409, 1.4777], [4.3548, -0.1069, 0.1569], [5.9530, -0.3661, -0.4108], [3.2533, 0.0353, -0.6272], [2.1829, 0.2676, 0.1593], [2.5885, 0.2627, 1.4070], [1.6073, 0.6330, 2.5091], [2.0361, 1.2702, 3.4568], [0.4160, 0.2176, 2.3092], [3.0701, -0.0172, -2.0443], [1.8551, 0.4407, -2.5504], [1.6053, 0.4010, -3.9081], [2.5561, -0.0924, -4.7886], [3.7678, -0.5325, -4.2874], [4.0326, -0.4979, -2.9253], [6.2142, 0.8240, 1.8154], [1.1315, 0.8619, -1.8737], [0.6553, 0.7693, -4.2735], [2.3561, -0.1362, -5.8519], [4.5281, -0.9153, -4.9571], [4.9826, -0.8738, -2.5927], [-4.4596, 0.9429, -0.6138], [-3.3330, 1.0421, -0.1399], [-2.6670, 0.0920, 0.4105], [-2.6803, 2.4161, -0.1375], [-3.4818, 3.4995, 0.0665], [-2.9477, 4.7991, 0.1031], [-1.5930, 4.9903, -0.0831], [-0.7623, 3.9148, -0.3285], [-1.2646, 2.5570, -0.3617], [-0.5155, 1.5657, -0.5968], [0.6390, 4.2177, -0.5235], [1.0318, 5.3372, -0.1929], [1.3767, 3.3887, -1.0230], [-3.7940, 5.9300, 0.3247], [-4.9904, 5.7390, 0.5109], [-3.2990, 7.0545, 0.3202], [-4.5444, 3.3458, 0.1902], [-1.1783, 5.9847, -0.0524], [0.9437, -4.5019, -1.6913], [0.6361, -3.5462, -0.7240], [-0.7559, -3.2446, -0.7462], [0.9917, -3.9787, 0.5571], [1.3256, -2.3231, -1.0102]],
  "mulliken_charge": [1.267, -0.472, 0.447, -0.531, -0.182, 0.655, -0.293, 0.279, 0.048, 0.078, 0.360, -0.680, -0.679, 0.515, 0.508, -0.858, -0.492, -0.724, -0.792, 0.323, 0.311, 0.440, 0.380, 0.346, 0.313, -0.681, 0.124, -0.706, 0.484, -0.250, -0.513, -0.196, -0.334, 0.262, -0.382, 0.910, -0.675, -0.543, 1.028, -0.665, -0.670, 0.546, 0.616, -0.364, 0.205, -0.404, -0.383, 0.025],
  "e_lumo_ha": 0.138,
  "gap_ev": 7.6,
  "charge": -2,
  "de_lowest_kcal_mol": 22.5,
  "fmax_ev_per_a": 0.906,
  "e_homo_ev": -3.86,
  "total_energy_ha": -2836.5197
}


# 3
{
  "formula": "C18H9Cl4N2O3RuS2",
  "method": "wB97M-V/def2-TZVPD",
  "elements": ["Ru", "Cl", "C", "C", "Cl", "C", "Cl", "C", "O", "C", "O", "C", "Cl", "S", "C", "N", "C", "C", "C", "C", "C", "C", "S", "H", "H", "H", "H", "O", "N", "C", "C", "C", "C", "C", "H", "H", "H", "H", "H"],
  "xyz": [[-0.8720, -0.4651, 0.4874], [-0.2627, -6.4470, 3.8416], [-0.6305, -5.2697, 2.6299], [-1.6240, -5.5204, 1.6958], [-2.4996, -7.0115, 1.7395], [-1.9262, -4.5552, 0.7287], [-3.1396, -4.8488, -0.4691], [-1.2770, -3.3182, 0.6997], [-1.5593, -2.3782, -0.1555], [-0.2103, -3.0737, 1.6357], [0.4377, -1.9532, 1.5460], [0.0732, -4.0609, 2.5852], [1.3375, -3.7340, 3.7226], [-2.9528, 0.8556, -0.5904], [-1.6382, 1.3826, -1.5001], [-0.4588, 0.8250, -1.3971], [0.5033, 1.4361, -2.1644], [1.8429, 1.0619, -2.2453], [2.6938, 1.7947, -3.0526], [2.2333, 2.8962, -3.7744], [0.9011, 3.2750, -3.7092], [0.0433, 2.5367, -2.9082], [-1.6609, 2.7663, -2.6048], [2.1843, 0.2135, -1.6652], [3.7347, 1.5075, -3.1353], [2.9205, 3.4639, -4.3886], [0.5313, 4.1231, -4.2715], [-1.1930, 0.1480, 2.7291], [-0.5726, 1.0243, 1.9732], [0.7827, 0.9128, 1.7423], [1.4593, 1.9170, 1.0646], [0.8007, 3.0638, 0.6682], [-0.5499, 3.2078, 0.9983], [-1.2049, 2.2076, 1.6596], [1.2459, 0.0408, 2.1861], [2.5157, 1.7896, 0.8780], [1.3237, 3.8343, 0.1189], [-1.0918, 4.1090, 0.7498], [-2.2408, 2.2430, 1.9516]],
  "mulliken_charge": [0.723, -0.239, 0.177, 0.252, -0.234, 0.197, -0.227, 0.430, -1.045, 0.229, -0.900, 0.203, -0.236, -0.294, 0.410, -0.149, -0.743, -0.417, -0.677, -0.438, -0.527, 1.091, -0.271, 0.542, 0.372, 0.380, 0.387, -0.611, 0.078, 0.431, -1.076, 0.079, -0.951, -0.255, 0.611, 0.413, 0.415, 0.423, 0.447],
  "e_lumo_ha": [0.064, 0.067],
  "gap_ev": [5.5, 5.6],
  "charge": -1,
  "de_lowest_kcal_mol": 30.0,
  "fmax_ev_per_a": 1.995,
  "e_homo_ev": [-3.75, -3.75],
  "total_energy_ha": -3758.6063
}


# 4
{
  "formula": "C18H9FO10V",
  "method": "wB97M-V/def2-TZVPD",
  "elements": ["O", "V", "O", "C", "C", "C", "O", "C", "C", "C", "O", "O", "O", "H", "H", "C", "C", "C", "O", "C", "C", "C", "O", "O", "O", "H", "H", "F", "C", "C", "C", "C", "C", "C", "H", "H", "H", "H", "H"],
  "xyz": [[-0.7871, 3.1084, -1.7386], [-1.6278, 3.5147, -3.0452], [-1.2653, 2.6326, -4.3019], [-4.1291, 10.0204, -1.8411], [-3.9841, 11.2282, -2.5602], [-2.8626, 11.3880, -3.6441], [-2.5662, 12.5657, -3.9923], [-2.1652, 10.1935, -4.0586], [-2.5656, 8.9962, -3.5341], [-3.4517, 8.8855, -2.3316], [-3.8332, 7.7408, -1.7783], [-1.9842, 7.9392, -4.0277], [-4.5283, 12.2563, -2.2358], [-4.8583, 9.8507, -1.0627], [-1.4756, 10.1873, -4.8897], [-6.7053, 1.3043, -5.4788], [-6.9528, 2.0938, -4.4216], [-8.2994, 2.8835, -4.4163], [-8.6598, 3.6420, -3.4067], [-9.2188, 2.7499, -5.4466], [-8.9364, 1.9501, -6.6190], [-7.6617, 1.0533, -6.5799], [-7.4124, 0.2168, -7.4191], [-9.5847, 1.9668, -7.7070], [-5.9828, 2.1947, -3.4997], [-5.7230, 0.8578, -5.5250], [-10.1307, 3.3280, -5.4232], [1.6436, 7.0773, -0.7307], [1.1583, 7.8841, 0.2033], [0.8212, 7.3178, 1.4903], [0.3912, 8.1109, 2.4916], [0.1011, 9.4467, 2.2880], [0.3447, 9.9856, 0.9969], [0.8830, 9.2351, -0.0526], [1.0176, 6.2658, 1.6354], [0.1890, 7.5626, 3.3998], [-0.2870, 10.1183, 3.0395], [0.0924, 11.0223, 0.8296], [1.0808, 9.6553, -1.0276]],
  "mulliken_charge": [-0.793, 1.658, -0.747, -0.702, 0.487, 0.509, -0.746, -0.680, 0.345, 0.549, -0.759, -0.779, -0.678, 0.414, 0.402, -0.313, 0.306, 0.490, -0.744, -0.714, 0.470, 0.370, -0.649, -0.736, -0.736, 0.395, 0.389, -0.292, 0.429, -0.502, -0.224, -0.524, -0.206, -0.510, 0.387, 0.302, 0.368, 0.360, 0.404],
  "e_lumo_ha": 0.096,
  "gap_ev": 2.0,
  "charge": -3,
  "de_lowest_kcal_mol": 203.8,
  "fmax_ev_per_a": 5.426,
  "e_homo_ev": 0.66,
  "total_energy_ha": -2487.2958
}


# 5
{
  "formula": "C18H9N2O7PtS",
  "method": "wB97M-V/def2-TZVPD",
  "elements": ["Pt", "O", "C", "C", "O", "C", "C", "O", "C", "O", "O", "S", "C", "N", "C", "C", "C", "C", "H", "H", "H", "H", "H", "O", "C", "N", "C", "O", "C", "C", "C", "C", "C", "C", "H", "H", "H", "H"],
  "xyz": [[-0.0974, 0.1271, 0.5015], [4.6572, 0.0084, 4.4577], [3.7263, -0.1041, 3.7019], [2.3395, -0.6416, 4.0517], [1.9772, -1.0323, 5.1327], [1.5548, -0.5245, 2.7905], [2.3800, 0.0017, 1.7836], [1.9060, 0.2042, 0.5704], [3.7066, 0.2901, 2.2414], [4.6402, 0.8048, 1.6183], [0.3362, -0.7701, 2.5993], [-0.0989, 2.3950, -0.1499], [1.4549, 2.4965, -0.9237], [2.5536, 2.6476, -0.1705], [3.8135, 2.6878, -0.6309], [4.0353, 2.6416, -1.9798], [2.9350, 2.5182, -2.8205], [1.6584, 2.4452, -2.3052], [2.4009, 2.5935, 0.8320], [4.5972, 2.7238, 0.1087], [5.0471, 2.6569, -2.3575], [3.0843, 2.4653, -3.8935], [0.7867, 2.3168, -2.9314], [-2.2168, 0.3891, -2.0291], [-2.7227, 0.2223, -0.9420], [-2.0781, 0.0232, 0.2700], [-3.0177, -0.1132, 1.3054], [-2.8036, -0.2652, 2.4789], [-4.3852, -0.0309, 0.6699], [-5.6428, -0.1192, 1.2284], [-6.7355, 0.0051, 0.3694], [-6.5504, 0.2092, -0.9981], [-5.2700, 0.2943, -1.5416], [-4.2041, 0.1715, -0.6779], [-5.7632, -0.2799, 2.2943], [-7.7426, -0.0555, 0.7663], [-7.4154, 0.3039, -1.6453], [-5.1121, 0.4513, -2.6028]],
  "mulliken_charge": [0.643, -0.609, 0.316, 0.164, -0.610, 0.898, 0.678, -0.927, 0.214, -0.732, -0.805, -0.408, 0.263, 0.059, -0.175, -0.691, -0.087, -0.660, 0.271, 0.451, 0.397, 0.376, 0.461, -0.677, 0.282, -0.169, 0.221, -0.603, 0.177, -0.421, -0.409, -0.404, -0.427, 0.268, 0.472, 0.369, 0.372, 0.462],
  "e_lumo_ha": 0.064,
  "gap_ev": 6.2,
  "charge": -1,
  "de_lowest_kcal_mol": 32.1,
  "fmax_ev_per_a": 1.212,
  "e_homo_ev": -4.50,
  "total_energy_ha": -1845.1446
}


# 6
{
  "formula": "C19H10Br2I2N3OPd",
  "method": "wB97M-V/def2-TZVPD",
  "elements": ["Pd", "I", "C", "C", "C", "I", "C", "C", "C", "C", "N", "C", "C", "O", "H", "H", "H", "H", "Br", "C", "C", "C", "N", "C", "C", "C", "C", "C", "Br", "C", "C", "N", "H", "H", "H", "H", "H", "H"],
  "xyz": [[0.5844, 0.2961, -0.0206], [5.0708, -0.8839, -2.3346], [3.2761, -1.9647, -2.3623], [3.1505, -3.1626, -3.0516], [1.9638, -3.8620, -3.0605], [1.8794, -5.6715, -4.1389], [0.8307, -3.3740, -2.3606], [-0.4284, -3.9978, -2.2973], [-1.4489, -3.4159, -1.5797], [-1.2209, -2.2049, -0.9178], [-0.0532, -1.5999, -0.9596], [0.9676, -2.1478, -1.6574], [2.2023, -1.4125, -1.6446], [2.3019, -0.3086, -1.0053], [4.0062, -3.5439, -3.5876], [-0.5832, -4.9325, -2.8153], [-2.4214, -3.8744, -1.5167], [-1.9965, -1.7118, -0.3415], [-0.6704, 2.1219, 6.4595], [-0.3981, 1.5730, 4.6715], [0.2791, 0.3871, 4.4005], [0.4246, 0.0157, 3.0785], [-0.0379, 0.7535, 2.0725], [-0.6752, 1.9132, 2.3164], [-0.8797, 2.3503, 3.6210], [-1.1020, 2.6528, 1.1086], [-1.7613, 3.8775, 1.1268], [-2.0795, 4.4853, -0.0852], [-2.9909, 6.1411, -0.1050], [-1.7295, 3.8665, -1.2822], [-1.0918, 2.6435, -1.2131], [-0.7901, 2.0579, -0.0572], [0.6756, -0.2228, 5.1974], [0.9273, -0.9094, 2.8064], [-1.3943, 3.2721, 3.8334], [-2.0244, 4.3635, 2.0511], [-1.9510, 4.3263, -2.2328], [-0.8113, 2.1039, -2.1144]],
  "mulliken_charge": [0.441, 0.117, -0.646, -0.305, -0.352, 0.120, 0.812, -0.449, -0.967, -0.246, -0.536, 0.074, 1.564, -0.781, 0.366, 0.231, 0.400, 0.479, -0.104, -0.123, -0.636, -0.122, -0.076, 0.408, -0.327, 0.413, -0.331, -0.120, -0.104, -0.637, -0.126, -0.073, 0.450, 0.406, 0.461, 0.462, 0.450, 0.407],
  "e_lumo_ha": [-0.145, -0.184],
  "gap_ev": [6.4, 5.3],
  "s2": 2.022,
  "charge": 1,
  "de_lowest_kcal_mol": 0.0,
  "multiplicity": 3,
  "fmax_ev_per_a": 2.128,
  "e_homo_ev": [-10.34, -10.26],
  "total_energy_ha": -6840.6282
}